Below is 2 unconnected molecules or ions with the total composition C4H5O2S in a non-equilibrium geometry, with properties calculated with wB97M-V/def2-TZVPD.

```
12
Properties=species:S:1:pos:R:3:forces:R:3:nbo_charge:R:1
C -1.738457 -0.139074 -1.965053 2.6 -3.0 2.6 0.9706
C -0.178047 0.486062 -0.662978 -1.0 -1.6 -1.0 -0.5431
C 0.377829 -0.467720 0.313734 1.3 4.4 1.3 -0.3301
C 0.897244 0.107486 1.676998 -1.1 1.1 -2.0 -0.6154
O -2.178803 0.871215 -2.317579 -2.0 3.0 -1.8 -0.6579
O -1.800290 -1.351301 -1.968751 0.1 0.9 -0.1 -0.6991
S 1.471412 -0.236181 -1.068301 0.7 -0.3 -0.6 -0.0696
H 0.028221 1.505486 -0.372907 -0.4 0.5 0.1 0.1685
H 0.001416 -1.392360 0.472440 -1.4 -2.9 -0.1 0.1965
H 1.642729 -0.565429 1.890687 1.9 -1.5 1.4 0.1935
H 0.091503 0.064350 2.406007 0.0 0.2 0.2 0.1863
H 1.385242 1.117468 1.595704 -0.8 -0.9 -0.1 0.1998
```
Forces are in eV/Å.

Calculated values
Total charge = -1
Largest force on an atom = 0.09315 Eh/bohr
Relative energy (zero: lowest compared OMol25 entry of this formula, charge and spin) = 36.29 kcal/mol
HOMO energy = -0.111 Ha